Below is one molecule with the formula C4H7NO2 at a distorted geometry, with properties calculated with ωB97M-V/def2-TZVPD.

Each line ends with the Mulliken charge.
Positions of all 14 atoms, in Å:
O: 2.0446 0.8640 1.0012  -0.499
C: 1.7373 -0.1431 0.4036  -0.134
C: 0.6474 -0.1648 -0.6369  0.176
N: 0.0671 1.1867 -0.8840  -0.636
C: -1.0735 0.8556 0.0211  -0.582
C: -0.7465 -0.6138 -0.2026  -0.064
O: -0.7926 -1.5180 0.8554  -0.537
H: 2.3230 -1.0798 0.5059  0.348
H: 1.0614 -0.8418 -1.4135  0.304
H: 0.6523 1.9088 -0.4524  0.328
H: -0.9043 1.1302 1.0727  0.282
H: -2.0679 1.1854 -0.3011  0.319
H: -1.2599 -0.9876 -1.0996  0.371
H: -1.7206 -1.7485 0.9689  0.324

Force components x, y, z for each atom (eV/Å):
-0.05 -0.58 -0.16
0.13 0.50 0.32
0.25 -0.21 0.11
0.23 -0.07 0.07
-0.21 0.02 0.05
0.01 -0.10 -0.22
-0.30 -0.21 0.17
-0.17 0.10 0.20
-0.21 0.97 -0.39
-0.04 -0.33 -0.36
0.03 0.01 -0.25
0.27 0.13 -0.02
-0.03 -0.03 0.24
0.08 -0.20 0.23

SMILES: O=C[C@@H]1NC[C@@H]1O
HOMO level: -9.51 eV
Frontier orbital gap: 10.10 eV

***

Below is an isolated ion of composition C5H11OS and charge +1 at a distorted geometry, with properties calculated with ωB97M-V/def2-TZVPD.

Each line ends with the Mulliken charge.
Positions of all 18 atoms, in Å:
C: 1.4382 0.4290 1.5791  -0.496
C: 0.0339 -0.0022 1.9985  -0.781
C: 1.2450 0.9492 0.1946  -0.566
C: -1.0067 -0.4741 0.9366  -0.470
C: 1.1609 -2.6394 -1.2364  -0.582
O: 0.6246 -1.2027 -1.2796  -0.334
S: -0.2755 0.0792 -0.6050  0.382
H: 1.6467 1.4117 2.1413  0.267
H: 2.3517 -0.1542 1.7660  0.370
H: -0.0643 -0.6216 2.8972  0.368
H: -0.3038 0.9843 2.1454  0.355
H: 1.2443 2.0407 -0.0350  0.440
H: 2.0931 0.7350 -0.4270  0.369
H: -1.2403 -1.5205 0.8858  0.420
H: -1.8740 0.2649 1.0693  0.345
H: 1.5908 -2.6876 -0.2306  0.316
H: 1.9381 -2.4345 -1.8639  0.306
H: 0.7345 -3.5700 -1.8022  0.288

Force components x, y, z for each atom (eV/Å):
0.40 1.83 1.11
-0.23 -0.78 0.95
-0.07 0.43 -2.10
0.79 2.38 0.23
-1.03 -0.13 1.23
-1.63 1.40 -0.50
3.11 -2.47 -0.93
-0.18 -1.65 -0.24
-0.73 -0.47 -0.50
0.21 0.42 -0.08
-1.11 0.92 1.27
-1.09 -0.51 0.85
0.17 -0.94 -0.81
-0.35 -0.35 -0.09
0.66 -1.75 -0.36
-0.58 -0.98 -0.22
2.42 0.62 -1.56
-0.77 2.03 1.77

Net charge: +1
HOMO level: -14.88 eV
Frontier orbital gap: 10.26 eV

***

Below is a 2-piece molecular cluster, C4H10OS overall at a distorted geometry, with properties calculated with ωB97M-V/def2-TZVPD.

Each line ends with the Mulliken charge.
Positions of all 16 atoms, in Å:
C: -2.3526 -1.7375 -0.4219  -0.688
C: -3.2503 -1.3765 0.4819  0.101
O: -3.0024 -1.8768 1.7697  -0.479
H: -2.3084 -1.3910 -1.4458  0.252
H: -1.4464 -2.2182 -0.0767  0.207
H: -4.1371 -0.7726 0.3616  0.291
H: -3.4359 -1.2986 2.3778  0.317
C: 2.9377 0.2365 0.3660  -0.860
S: 2.0137 0.3198 -1.1479  -0.079
C: 1.4450 2.0080 -1.1429  -0.841
H: 3.8590 -0.3405 0.3155  0.332
H: 2.3129 -0.0335 1.2203  0.292
H: 3.3505 1.2277 0.6134  0.274
H: 0.5276 2.1919 -1.6912  0.309
H: 1.3432 2.2891 -0.0837  0.262
H: 2.1436 2.7723 -1.4962  0.311

Force components x, y, z for each atom (eV/Å):
0.32 0.83 -0.37
1.24 -1.07 0.70
-0.33 0.21 -1.08
-0.52 -0.06 0.03
-0.17 -0.29 0.06
-0.08 -0.01 -0.15
-0.46 0.40 0.81
0.62 1.31 1.11
-0.06 -0.70 -1.12
0.46 1.35 1.17
-0.40 -0.58 -0.28
0.14 -0.32 -0.14
-0.31 -0.04 -0.20
-0.24 -0.50 0.11
-0.61 -0.08 -0.29
0.38 -0.46 -0.37

SMILES: C=CO.CSC
HOMO level: -8.43 eV
Frontier orbital gap: 9.31 eV

***

Below is C7H7N as an isolated structure at a distorted geometry, with properties calculated with ωB97M-V/def2-TZVPD.

Each line ends with the Mulliken charge.
Positions of all 15 atoms, in Å:
C: -2.1895 0.0429 -0.2811  -0.144
C: -0.7919 0.2498 -0.5651  0.126
C: 0.2536 -0.9431 -0.3625  -0.060
C: 0.1147 -0.6858 1.1281  -0.610
C: 0.0257 0.8089 0.6249  -0.419
C: 1.2822 0.9258 -0.1268  -0.658
C: 1.4554 -0.2565 -0.7743  -0.584
H: -0.6271 0.8055 -1.5501  0.436
H: -0.2045 -1.8860 -0.8751  0.346
H: 0.9280 -0.9825 1.7089  0.404
H: -0.9033 -0.9730 1.4382  0.269
H: -0.2144 1.6783 1.2639  0.420
H: 1.8903 1.7346 -0.1307  0.550
H: 2.3261 -0.6521 -1.3200  0.426
N: -3.3452 0.1332 -0.1782  -0.501

Force components x, y, z for each atom (eV/Å):
-2.38 0.56 -0.40
0.49 0.69 -1.12
-4.40 -2.91 -1.98
-2.08 1.07 -0.77
-0.10 0.22 0.82
1.19 -2.69 -1.05
2.13 1.71 0.28
-0.64 -0.74 1.35
1.64 1.21 1.09
1.07 -0.43 1.30
0.68 -0.31 0.56
-0.37 -0.60 -0.40
1.85 2.33 0.05
-0.75 0.44 0.16
1.66 -0.52 0.09

HOMO level: -9.25 eV
Frontier orbital gap: 10.14 eV

***

Below is a 40-piece molecular cluster, H80O40 overall at a distorted geometry, with properties calculated with ωB97M-V/def2-TZVPD.

Each line ends with the Mulliken charge.
Positions of all 120 atoms, in Å:
H: 3.0603 4.0000 3.7572  0.299
H: 4.3150 3.0228 3.8305  0.282
O: 3.9460 3.8321 3.4758  -0.601
H: -2.2260 -4.9671 -0.4482  0.191
H: -3.0654 -6.1408 -0.0736  0.279
O: -2.4885 -5.5047 0.3043  -0.567
H: -2.8585 -4.0701 -2.3219  0.094
H: -3.6214 -5.4377 -1.9369  0.269
O: -3.5571 -4.7168 -2.5291  -0.663
H: 1.8365 1.4148 3.4254  0.381
H: 2.1872 2.0740 2.0542  0.013
O: 1.6222 1.5021 2.4702  -0.177
H: -4.8074 0.9889 -1.3513  0.271
H: -5.9919 0.2237 -0.9179  0.295
O: -5.1931 0.5348 -0.4895  -0.796
H: -1.2033 -0.2421 -3.0173  0.087
O: -2.0956 -0.6340 -2.8561  -0.410
H: -4.1200 1.4571 1.3761  0.289
O: -3.2341 1.1922 1.0976  -0.371
H: -1.5094 3.2866 -4.0280  0.224
H: -2.9407 3.9392 -4.0068  0.301
O: -2.4114 3.1315 -4.2124  -0.657
H: -2.8519 4.0847 2.4785  0.232
H: -1.8101 4.5432 3.3481  0.373
O: -2.2900 4.8478 2.5298  -0.647
H: 2.8895 4.4464 -4.2411  0.300
H: 1.8091 4.9926 -3.4406  0.330
O: 2.0009 4.8156 -4.3675  -0.621
H: 3.5044 -0.2808 -4.8326  0.253
H: 3.0635 -0.2255 -3.2410  0.312
O: 3.3036 0.1822 -4.0357  -0.644
H: -5.0617 3.0020 -0.8672  0.292
O: -4.3557 3.2433 -0.3114  -0.610
H: -0.2843 4.4252 0.7452  0.337
H: -0.6821 5.8093 1.6219  0.277
O: -0.1023 5.3042 1.0811  -0.671
H: -5.1305 -3.4209 0.7762  0.299
H: -3.6644 -3.5260 1.3920  0.450
O: -4.6158 -3.5362 1.5919  -0.684
H: -1.7948 -1.0071 2.8910  0.038
H: -1.2182 0.4872 2.5845  0.132
O: -1.1674 -0.3080 3.1300  -0.138
H: -3.9132 -0.1061 -2.9661  0.306
H: -5.3458 -0.9025 -3.4898  0.219
O: -4.7595 -0.6128 -2.8228  -0.520
H: 1.1394 -1.2833 -6.3459  0.280
H: 0.7800 -0.2392 -5.2818  0.331
O: 1.5227 -0.6514 -5.7119  -0.505
H: -4.7126 1.0950 4.6871  0.264
H: -3.6187 1.0677 3.5775  0.280
O: -4.1365 1.6473 4.1319  -0.598
H: 2.6354 1.6542 -4.5440  0.386
O: 1.9411 2.2541 -4.2052  -0.641
H: -1.1833 1.3360 0.5439  0.115
H: -1.6522 2.6058 1.1802  0.082
O: -0.9746 2.2804 0.5815  -0.336
H: 0.4957 -5.5951 1.9060  0.306
O: 0.6475 -5.9329 2.8121  -0.615
H: 3.4421 -5.1539 -2.0836  0.259
H: 2.9037 -4.4312 -0.7613  0.328
O: 3.5845 -4.3902 -1.5333  -0.574
H: -0.1561 1.9529 3.3145  0.268
H: -0.2515 1.3412 4.7986  0.309
O: -0.2929 2.1563 4.2710  -0.630
H: 3.0118 2.2318 -0.0757  0.179
H: 2.4449 3.5813 -0.1696  0.094
O: 2.3195 2.7588 0.3438  -0.372
H: -0.2192 -3.8721 -2.2973  0.249
H: 1.2398 -4.4985 -2.5640  0.281
O: 0.3659 -4.6273 -2.1657  -0.614
H: 1.0453 4.0940 -1.1287  0.218
H: 1.0594 5.7201 -0.9910  0.288
O: 1.2226 4.9184 -1.5606  -0.603
H: 6.0884 0.1063 -1.3798  0.270
H: 5.3622 -1.5763 -1.0053  0.290
O: 5.7407 -0.6531 -0.9583  -0.608
H: 2.3324 0.3564 5.1391  0.268
H: 3.7291 0.8402 4.9630  0.320
O: 2.8362 1.2258 4.9171  -0.677
H: 4.8938 4.2254 0.0661  0.257
H: 6.0744 3.5652 0.1210  0.256
O: 5.1940 3.3159 -0.1271  -0.522
H: 1.2612 -2.1641 2.6582  0.193
H: 0.8951 -0.7844 2.6829  0.026
O: 1.5012 -1.3470 3.1717  -0.200
H: -0.1644 1.8106 -3.8276  -0.001
H: -1.3006 1.4990 -4.6415  0.397
O: -0.5402 1.0262 -4.2486  -0.340
H: 6.4832 0.3656 2.2022  0.279
O: 5.9927 -0.4116 1.9351  -0.588
H: 1.0180 1.6606 -0.4659  -0.024
H: 1.6056 0.3379 -0.7286  0.108
O: 1.2324 1.0787 -1.2007  0.200
H: 1.7290 1.9568 -3.3314  0.186
H: -2.1705 -1.0331 -3.7155  0.323
H: -0.1023 -5.6321 3.3352  0.317
H: -3.5271 0.7412 0.2707  0.320
H: -3.7007 2.5610 -0.0665  0.464
H: 5.7051 -0.2081 1.0270  0.343
O: -1.9946 -3.2308 1.4236  -0.527
H: -1.9327 -2.6126 0.6627  0.124
H: -2.4959 -4.0773 1.3368  0.228
O: 3.3504 -1.8029 0.6619  -0.355
H: 3.8089 -2.3146 1.2901  0.225
H: 3.5547 -1.7560 -0.2824  0.125
O: -1.3909 -3.0815 -1.1664  0.311
H: -1.7268 -2.1916 -0.9196  -0.021
H: -0.5555 -2.9248 -0.7313  0.236
O: 3.3929 -3.2071 4.9935  -0.616
H: 2.5453 -3.5292 5.3153  0.308
H: 3.5831 -2.2622 5.0043  0.289
O: -2.3707 -2.2437 4.6429  -0.580
H: -2.6151 -2.4994 3.7663  0.285
H: -3.0462 -2.5624 5.2446  0.253
O: -4.0556 -2.1715 -0.8321  -0.330
H: -4.2289 -2.6136 -1.6580  0.268
H: -4.5866 -1.3963 -0.6401  0.253
O: 1.9134 -1.4328 -2.7888  -0.509
H: 1.6494 -0.5005 -2.5353  0.219
H: 1.2623 -1.6164 -3.4661  0.278

Force components x, y, z for each atom (eV/Å):
-0.78 -0.46 0.59
-0.67 -0.06 0.28
1.40 0.57 -0.94
0.47 0.32 -0.03
-0.90 -1.14 -0.06
0.63 0.39 0.21
-0.16 -0.95 0.38
0.32 -0.67 0.98
-0.20 1.78 -1.65
0.43 0.33 -1.10
2.25 2.40 -1.35
-2.84 -2.83 2.10
-0.86 -1.40 2.55
-0.52 -0.49 0.21
0.78 1.66 -2.77
-0.74 0.52 0.51
1.22 0.28 0.27
-0.12 0.12 0.69
-0.82 -0.66 -0.67
1.33 1.13 0.48
1.03 -0.92 -0.20
-2.40 0.18 -0.22
-1.18 -0.39 -0.54
-0.16 0.86 -0.90
0.89 -0.68 1.88
-0.41 -0.19 -0.62
-0.60 0.18 0.22
0.83 0.78 0.28
-0.25 -1.41 0.13
0.22 -1.98 0.43
2.23 3.36 -1.27
-0.91 -0.98 -0.76
1.77 1.49 1.24
-1.16 0.18 0.85
-1.41 -0.73 0.30
3.02 0.59 -1.49
0.85 -0.01 0.32
-1.77 0.98 -0.30
-0.89 -0.32 0.41
0.16 0.79 -0.26
-0.63 -0.58 -0.16
0.40 -0.01 0.05
-1.14 -1.17 -0.92
-0.07 0.23 -1.80
0.93 0.98 1.77
0.19 0.45 0.27
-0.57 0.85 0.26
0.03 -1.34 -0.99
0.48 0.16 -0.43
0.30 -0.55 0.08
-0.66 0.34 0.29
-0.65 0.01 0.80
-0.17 0.77 -1.06
0.20 0.38 -0.14
-0.03 0.19 -0.01
0.51 -0.14 -0.14
-0.07 -0.26 0.84
0.03 0.22 -0.71
-0.13 -0.58 -0.05
1.78 -0.08 -2.17
-1.61 0.68 2.25
0.46 -0.01 1.25
-0.22 0.22 -0.76
-0.30 0.25 -0.30
0.17 -0.30 0.26
-0.10 -0.09 0.70
0.60 1.24 -0.85
0.53 -0.01 -0.42
-0.55 0.46 0.05
0.45 -0.71 0.05
-0.63 -0.17 0.71
-0.11 -1.82 -0.27
0.50 1.90 -0.39
0.05 -0.17 -1.88
1.38 2.30 -1.42
-1.35 -2.08 3.13
0.72 2.19 -0.61
-0.08 0.52 -0.27
-0.60 -2.96 1.22
-1.15 -0.55 -0.25
1.56 -0.92 0.09
-0.37 1.43 0.17
0.87 0.53 1.18
-0.05 1.04 0.38
-0.51 -1.67 -1.14
1.14 -0.47 0.03
-0.15 -0.98 -0.21
-0.77 0.86 -0.22
0.16 0.14 0.13
-0.20 0.10 -0.18
-0.08 0.67 0.28
0.31 -0.58 0.36
-0.51 -0.82 -0.94
0.44 -0.46 0.82
-0.64 -0.71 -0.64
-0.03 0.08 -0.15
0.66 -0.17 0.87
-0.83 0.33 -0.63
0.06 -0.32 0.15
0.84 1.03 1.44
-0.99 -1.78 0.96
1.63 0.34 -1.11
-2.41 1.86 -1.33
1.51 -1.04 0.31
0.60 -0.87 0.88
-0.24 1.91 0.46
-1.15 -0.42 -1.48
1.30 -1.10 0.13
1.07 -0.83 -0.33
0.01 1.08 0.00
-1.07 -0.33 0.23
0.45 0.37 0.98
-0.52 -0.70 -0.78
-0.17 -0.12 -0.18
1.13 -0.77 1.57
-0.62 0.49 -0.44
-0.23 0.09 -0.80
-1.14 1.04 1.73
-0.09 -1.44 -0.13
0.08 -0.22 -0.59

HOMO level: -9.58 eV
Frontier orbital gap: 8.86 eV

***

Energy, respectively: -361.79136, -670.13552, -631.76884, -325.57061, -3057.30208 a.u..
Energy above the lowest of the compared OMol25 structures with the same formula, charge and spin, respectively: 56.2, 68.5, 35.0, 55.3, 285.7 kcal/mol.
LUMO energy, respectively: 0.6, -4.6, 0.9, 0.9, -0.7 eV.